Record 1
92
Properties=species:S:1:pos:R:3:mulliken_charge:R:1 method="wB97M-V/def2-TZVPD" relative_energy_kcal_mol=0.00 total_charge=-2 gap_ev=3.7
Cd 12.771 10.563 8.227 1.644
N 17.025 11.164 8.445 -0.724
C 15.677 11.084 9.145 -0.413
N 14.796 10.915 7.942 -0.199
C 15.298 12.135 7.288 -0.005
N 16.801 12.139 7.330 -0.489
C 14.701 12.399 5.937 -0.064
C 14.113 13.561 5.663 0.719
N 13.787 14.009 4.404 -0.933
C 14.048 13.109 3.457 -0.637
C 14.497 11.790 3.592 -0.319
N 14.883 11.410 4.856 0.533
H 17.730 11.677 9.062 0.588
H 15.722 10.313 9.904 0.531
H 13.954 14.317 6.434 0.534
H 13.837 13.531 2.503 0.488
H 14.624 11.109 2.789 0.347
C 7.889 11.401 8.414 -1.379
Si 9.779 11.448 8.821 0.360
C 9.851 11.536 10.691 -1.287
C 10.291 13.153 8.221 -0.205
C 10.665 10.020 7.978 -0.524
Si 10.512 9.861 6.189 0.500
C 11.860 8.865 5.238 -0.740
C 8.882 9.164 5.512 -1.246
C 10.843 11.528 5.374 -0.750
Si 10.626 8.435 9.065 0.070
C 8.990 7.487 9.168 -1.358
C 11.239 8.524 10.836 -0.946
C 11.823 7.239 8.209 0.274
C 11.546 5.974 7.631 -0.513
C 12.500 5.361 6.898 -0.529
C 13.728 5.978 6.739 -0.813
C 13.933 7.219 7.300 -0.328
N 13.024 7.788 8.047 -0.107
H 7.338 12.142 8.972 0.388
H 7.364 10.487 8.582 0.348
H 7.831 11.665 7.360 0.296
H 9.249 12.420 10.856 0.471
H 10.858 11.737 11.045 0.111
H 9.318 10.768 11.163 0.450
H 9.981 13.887 9.090 -0.034
H 9.595 13.515 7.416 0.374
H 11.289 13.372 7.954 0.006
H 11.845 7.818 5.483 0.258
H 12.811 9.418 5.435 -0.095
H 11.673 8.970 4.185 0.557
H 8.466 8.325 6.043 0.338
H 9.078 8.885 4.446 0.282
H 8.059 9.858 5.409 0.370
H 11.790 11.981 5.673 0.098
H 10.035 12.186 5.667 0.274
H 10.813 11.212 4.320 0.398
H 8.350 7.906 9.886 0.408
H 9.055 6.434 9.491 0.334
H 8.440 7.543 8.217 0.255
H 10.485 8.964 11.518 0.295
H 12.020 9.256 11.045 0.298
H 11.579 7.600 11.351 0.381
H 10.490 5.582 7.585 0.196
H 12.375 4.445 6.493 0.574
H 14.554 5.570 6.182 0.404
H 14.884 7.681 7.251 0.456
O 13.454 11.434 10.859 -0.760
C 13.696 12.358 10.045 -2.426
O 12.771 13.020 9.455 -0.298
C 15.103 12.569 9.697 3.675
C 15.919 13.247 10.758 -1.688
C 17.082 13.816 10.401 -0.135
C 17.633 13.801 9.077 -2.375
C 16.727 13.542 7.933 0.173
C 15.269 13.302 8.282 -1.198
H 15.570 13.064 11.771 0.334
H 17.645 14.363 11.174 0.360
H 18.410 14.509 8.892 0.111
H 16.785 14.270 7.136 0.589
H 14.590 14.142 8.243 1.030
C 15.298 10.196 5.048 -0.672
H 15.629 10.025 6.084 0.103
H 15.479 9.642 4.193 0.355
C 12.874 14.787 12.704 -0.610
C 12.175 15.707 11.805 0.723
N 11.939 16.959 12.007 -0.859
C 11.220 17.399 10.883 -0.684
C 11.182 16.394 9.974 -0.296
N 11.797 15.342 10.557 0.391
H 12.344 13.849 12.897 0.238
H 13.103 15.254 13.668 0.390
H 13.775 14.444 12.245 -0.045
H 10.845 18.422 10.859 0.406
H 10.818 16.276 8.948 0.383
H 12.047 14.460 10.088 0.217

Record 2
18
Properties=species:S:1:pos:R:3:mulliken_charge:R:1 method="wB97M-V/def2-TZVPD" smiles=C[C@@H](N)CCN relative_energy_kcal_mol=42.55 total_charge=0 gap_ev=9.4
C 1.216 -0.906 1.781 -1.211
C 0.476 -0.748 0.356 0.235
C 0.141 0.760 0.292 -0.838
C -0.777 1.262 -0.770 -0.539
N -0.215 1.271 -2.137 -0.608
N -0.721 -1.596 0.433 -0.552
H 1.201 -0.047 2.420 0.382
H 0.745 -1.662 2.445 0.365
H 2.255 -1.342 1.471 0.221
H 1.159 -1.220 -0.383 0.390
H 1.181 1.098 0.345 0.367
H -0.135 1.154 1.399 0.269
H -1.665 0.667 -0.707 0.291
H -1.081 2.290 -0.459 0.379
H -0.496 2.096 -2.681 0.214
H -0.449 0.437 -2.667 0.225
H -1.481 -1.296 1.199 0.241
H -1.020 -2.099 -0.410 0.170

For the records above, the corresponding highest occupied orbital energy values read 0.25 -8.37 eV.
For the records above, the corresponding calculated total energy values read -2871.65904 -269.04854 hartree.
For the records above, the corresponding maximum force values read 4.0 3.8 eV/A.